Entry 1:
{
  "formula": "C3H10N2S",
  "method": "ωB97M-V/def2-TZVPD",
  "homo_ev": -8.846,
  "gap_ev": 9.802,
  "e_above_lowest_ev": 0.324,
  "smiles": "NC[C@@H](N)CS",
  "energy_ha": -627.98274,
  "largest_force_ev_per_a": 1.13,
  "multiplicity": 1,
  "symbols": ["N", "C", "C", "N", "C", "S", "H", "H", "H", "H", "H", "H", "H", "H", "H", "H"],
  "coordinates": [[-1.965, 1.209, 0.015], [-0.943, 0.368, -0.622], [0.260, 0.122, 0.290], [-0.111, -0.357, 1.609], [1.141, -0.892, -0.473], [2.891, -0.851, 0.044], [-1.633, 2.155, 0.175], [-2.778, 1.293, -0.560], [-1.386, -0.590, -0.892], [-0.609, 0.899, -1.517], [0.810, 1.058, 0.383], [0.210, 0.305, 2.305], [-1.122, -0.335, 1.721], [0.646, -1.823, -0.197], [1.121, -0.797, -1.555], [3.468, -1.765, -0.724]]
}

=====

Entry 2:
{
  "formula": "C3H10N2S",
  "method": "ωB97M-V/def2-TZVPD",
  "homo_ev": [-14.508, -13.989],
  "gap_ev": [5.971, 4.781],
  "charge": 1,
  "e_above_lowest_ev": 6.106,
  "energy_ha": -627.49660,
  "largest_force_ev_per_a": 2.28,
  "multiplicity": 2,
  "symbols": ["N", "C", "C", "S", "C", "N", "H", "H", "H", "H", "H", "H", "H", "H", "H", "H"],
  "coordinates": [[-2.039, 0.140, -0.193], [-0.673, -0.207, -0.576], [-0.096, -1.125, 0.520], [1.376, -1.914, -0.013], [0.236, 1.082, -0.603], [-0.282, 1.989, -1.536], [3.266, -1.479, 2.797], [3.418, -1.083, 2.208], [-2.752, -0.403, -0.668], [-0.721, -0.684, -1.560], [-0.202, -0.622, 1.491], [-0.823, -1.957, 0.639], [1.254, 0.677, -0.780], [0.158, 1.541, 0.392], [0.038, 2.953, -1.605], [-2.158, 1.093, -0.512]]
}

=====

Entry 3:
{
  "formula": "C3H10N2S",
  "method": "ωB97M-V/def2-TZVPD",
  "homo_ev": [-13.948, -13.810],
  "gap_ev": [9.787, 5.967],
  "charge": 1,
  "e_above_lowest_ev": 5.922,
  "energy_ha": -627.50335,
  "largest_force_ev_per_a": 3.36,
  "multiplicity": 2,
  "symbols": ["N", "C", "C", "S", "C", "N", "H", "H", "H", "H", "H", "H", "H", "H", "H", "H"],
  "coordinates": [[0.052, 0.216, 1.514], [-0.411, -1.027, 1.544], [0.262, -2.145, 1.077], [2.633, 0.121, -0.557], [-0.735, 0.737, -1.492], [-1.780, 1.797, -1.200], [0.941, 0.224, 0.996], [-0.593, 0.908, 1.126], [-1.356, -1.176, 2.064], [-0.124, -3.137, 1.278], [1.215, -2.121, 0.562], [3.281, 1.282, -0.746], [-0.986, 0.199, -2.407], [-1.186, 0.297, -0.613], [0.279, 1.131, -1.530], [-1.492, 2.693, -1.614]]
}

=====

Entry 4:
{
  "formula": "C3H10N2S2",
  "method": "ωB97M-V/def2-TZVPD",
  "homo_ev": -8.725,
  "gap_ev": 9.290,
  "e_above_lowest_ev": 0.713,
  "smiles": "NC[C@@H](N)CSS",
  "energy_ha": -1026.15985,
  "largest_force_ev_per_a": 2.18,
  "multiplicity": 1,
  "symbols": ["N", "C", "C", "N", "C", "S", "S", "H", "H", "H", "H", "H", "H", "H", "H", "H", "H"],
  "coordinates": [[0.299, -2.495, -0.719], [0.766, -1.123, -0.436], [-0.302, -0.070, -0.512], [-1.544, -0.421, 0.119], [0.281, 1.287, -0.004], [-1.000, 2.408, 0.673], [0.193, 3.574, 1.906], [1.103, -3.108, -0.706], [-0.144, -2.588, -1.624], [1.623, -0.879, -1.079], [1.168, -1.233, 0.572], [-0.581, 0.158, -1.552], [-2.126, -1.116, -0.302], [-1.911, 0.156, 0.850], [0.699, 1.867, -0.783], [0.940, 0.943, 0.792], [0.538, 2.640, 2.805]]
}

=====

Entry 5:
{
  "formula": "C3H10N2S2",
  "method": "ωB97M-V/def2-TZVPD",
  "homo_ev": -9.223,
  "gap_ev": 9.643,
  "e_above_lowest_ev": 0.168,
  "smiles": "[H]/N=C/N.CCSS",
  "energy_ha": -1026.17989,
  "largest_force_ev_per_a": 0.74,
  "multiplicity": 1,
  "symbols": ["H", "N", "C", "N", "H", "H", "H", "C", "C", "S", "S", "H", "H", "H", "H", "H", "H"],
  "coordinates": [[3.096, 1.174, 0.194], [2.960, 0.179, 0.058], [2.040, -0.204, 0.847], [1.729, -1.548, 0.965], [1.458, 0.442, 1.503], [2.009, -2.071, 0.141], [0.795, -1.721, 1.270], [-1.204, 1.867, -0.177], [-1.722, 0.450, -0.378], [-0.778, -0.436, -1.654], [-1.759, -2.262, -1.584], [-1.175, 2.405, -1.123], [-0.198, 1.828, 0.236], [-1.831, 2.407, 0.526], [-2.755, 0.424, -0.726], [-1.702, -0.138, 0.540], [-0.962, -2.794, -0.637]]
}

=====

Entry 6:
{
  "formula": "C3H10N2S2",
  "method": "ωB97M-V/def2-TZVPD",
  "homo_ev": -8.420,
  "gap_ev": 8.947,
  "e_above_lowest_ev": 1.265,
  "smiles": "NC[C@H](N)CSS",
  "energy_ha": -1026.13957,
  "largest_force_ev_per_a": 3.19,
  "multiplicity": 1,
  "symbols": ["N", "C", "C", "N", "C", "S", "S", "H", "H", "H", "H", "H", "H", "H", "H", "H", "H"],
  "coordinates": [[-2.503, 0.212, -0.784], [-1.101, 0.317, -0.966], [-0.327, -0.261, 0.231], [-0.349, 0.518, 1.539], [1.059, -0.524, -0.396], [2.160, -1.493, 0.717], [3.891, -0.308, 0.994], [-2.853, -0.656, -1.152], [-2.874, 0.956, -1.297], [-0.894, -0.228, -1.863], [-0.793, 1.319, -1.145], [-0.705, -1.211, 0.554], [0.222, 1.422, 1.471], [-1.301, 0.916, 1.609], [0.883, -1.083, -1.462], [1.701, 0.440, -0.463], [3.786, -0.337, 2.414]]
}

=====

Entry 7:
{
  "formula": "C3H10N2S2",
  "method": "ωB97M-V/def2-TZVPD",
  "homo_ev": -8.029,
  "gap_ev": 8.617,
  "e_above_lowest_ev": 0.993,
  "smiles": "NC[C@H](N)CSS",
  "energy_ha": -1026.14957,
  "largest_force_ev_per_a": 3.24,
  "multiplicity": 1,
  "symbols": ["N", "C", "C", "N", "C", "S", "S", "H", "H", "H", "H", "H", "H", "H", "H", "H", "H"],
  "coordinates": [[-1.011, -1.732, -2.893], [-1.536, -1.157, -1.642], [-0.376, -1.018, -0.522], [-0.294, -2.279, 0.197], [-0.630, 0.257, 0.223], [0.818, 0.478, 1.365], [1.028, 2.542, 1.034], [-0.746, -1.042, -3.579], [-0.206, -2.306, -2.676], [-1.758, -0.124, -1.892], [-2.266, -1.826, -1.206], [0.563, -0.937, -1.058], [-1.123, -2.815, 0.419], [0.558, -2.765, -0.011], [-0.575, 1.075, -0.497], [-1.549, 0.358, 0.795], [2.017, 2.823, 1.864]]
}

=====

Entry 8:
{
  "formula": "C3H10N3",
  "method": "ωB97M-V/def2-TZVPD",
  "homo_ev": -12.976,
  "gap_ev": 9.438,
  "charge": 1,
  "e_above_lowest_ev": 3.204,
  "energy_ha": -284.25825,
  "largest_force_ev_per_a": 1.67,
  "multiplicity": 1,
  "symbols": ["C", "C", "N", "N", "H", "H", "H", "H", "H", "H", "H", "C", "N", "H", "H", "H"],
  "coordinates": [[-1.035, 0.781, 0.505], [-1.364, 1.238, -0.722], [-2.572, 0.654, -1.349], [0.221, 0.596, 0.956], [-1.871, 0.475, 1.145], [-0.869, 1.951, -1.355], [-2.374, 0.055, -2.150], [-3.022, 0.055, -0.650], [-3.324, 1.307, -1.593], [0.859, 0.037, 0.398], [0.283, 0.359, 1.934], [2.892, -1.627, 0.927], [2.660, -1.102, -0.194], [2.132, -1.735, 1.698], [3.884, -1.974, 1.216], [3.499, -1.070, -0.768]]
}

=====

Entry 9:
{
  "formula": "C3H10N3",
  "method": "ωB97M-V/def2-TZVPD",
  "homo_ev": [-7.644, -16.000],
  "gap_ev": [4.608, 7.217],
  "charge": 1,
  "e_above_lowest_ev": 3.861,
  "energy_ha": -284.00767,
  "largest_force_ev_per_a": 3.83,
  "multiplicity": 3,
  "symbols": ["C", "C", "C", "N", "N", "N", "H", "H", "H", "H", "H", "H", "H", "H", "H", "H"],
  "coordinates": [[-0.947, 0.123, -0.805], [-0.734, 1.271, 0.166], [0.100, -1.026, -0.293], [0.248, -0.632, 1.109], [1.402, -0.859, -0.892], [0.377, 0.759, 1.007], [-1.981, -0.123, -0.694], [-0.723, 0.578, -1.826], [-0.584, 2.261, -0.258], [-1.623, 1.416, 0.714], [-0.223, -2.174, -0.180], [-0.495, -0.960, 1.606], [1.465, -1.419, -1.806], [2.122, -1.191, -0.214], [1.247, 0.764, 0.443], [0.350, 1.211, 1.922]]
}

=====

Entry 10:
{
  "formula": "C3H10N3O",
  "method": "ωB97M-V/def2-TZVPD",
  "homo_ev": -14.111,
  "gap_ev": 11.142,
  "charge": 1,
  "e_above_lowest_ev": 2.270,
  "energy_ha": -359.55646,
  "largest_force_ev_per_a": 5.04,
  "multiplicity": 1,
  "symbols": ["C", "C", "C", "N", "N", "N", "O", "H", "H", "H", "H", "H", "H", "H", "H", "H", "H"],
  "coordinates": [[-1.627, -0.162, -0.621], [-1.528, -0.056, 0.895], [0.374, 0.819, 0.115], [1.453, -1.507, -0.037], [1.525, 1.514, 0.031], [-0.356, 0.588, -0.967], [-0.191, 0.407, 1.235], [-1.539, -1.109, -1.010], [-2.588, 0.196, -1.247], [-2.267, 0.784, 1.246], [-1.807, -0.906, 1.544], [1.176, -2.358, -0.348], [2.501, -1.581, 0.116], [2.085, 1.609, -0.868], [1.925, 1.927, 0.866], [1.161, -1.323, 0.866], [-0.297, 1.158, -1.816]]
}